No. 1
The following is a DFT calculation (the ωB97M-V functional and the def2-TZVPD basis) of a 4-piece molecular cluster, C43H62BF5N2O13S overall.

The total energy comes out at -100274.3739 eV. As for the spin multiplicity: 1. As for the gap between HOMO and LUMO: 0.287 Ha. As for the LUMO energy: -0.75 eV. Its HOMO energy is -0.3149 hartree. The SMILES is CCOB(O)c1cc(-c2ccccc2)c(CCC(F)(F)F)c2c1Nc1ccc(N(C(=O)F)C(=O)F)cc1S2.COCCOCCOC.COCCOCCOC.COCCOCCOC.

Last column: Mulliken charge in e.
Positions of all 127 atoms, in Å:
1 C -0.740 2.850 0.709  -0.833
2 C -2.040 2.369 -0.107  -0.001
3 O -2.021 0.976 -0.523  -0.382
4 B -0.897 0.676 -1.382  0.588
5 O -0.437 1.770 -2.245  -0.288
6 C -0.154 -0.800 -1.378  0.222
7 C -0.671 -1.923 -0.366  -1.185
8 C -0.010 -3.371 -0.300  0.215
9 C -0.510 -4.475 0.757  0.518
10 C 0.230 -4.535 2.157  -0.263
11 C -0.159 -5.541 3.296  -0.486
12 C -1.363 -6.552 3.087  -0.421
13 C -2.079 -6.505 1.686  -0.420
14 C -1.665 -5.502 0.538  -0.405
15 C 1.169 -3.661 -1.318  -0.005
16 C 1.914 -5.091 -1.399  -0.815
17 C 3.461 -5.042 -0.936  -0.653
18 C 4.429 -5.996 -1.795  0.780
19 F 5.811 -5.884 -1.386  -0.266
20 F 4.435 -5.694 -3.199  -0.235
21 F 3.965 -7.363 -1.706  -0.268
22 C 1.658 -2.553 -2.295  0.365
23 C 1.047 -1.088 -2.375  -1.006
24 N 1.569 -0.098 -3.347  0.041
25 C 3.048 0.054 -3.262  -0.141
26 C 3.762 1.437 -3.145  -0.383
27 C 5.312 1.535 -3.057  -0.516
28 C 6.245 0.255 -3.091  0.477
29 N 7.704 0.516 -2.960  0.061
30 C 8.491 -0.712 -2.704  0.472
31 O 9.568 -0.890 -3.339  -0.477
32 F 8.166 -1.718 -1.744  -0.176
33 C 7.823 1.307 -1.674  0.521
34 O 7.301 0.835 -0.624  -0.405
35 F 8.454 2.580 -1.613  -0.249
36 C 5.563 -1.131 -3.255  -0.439
37 C 4.002 -1.214 -3.332  0.450
38 S 3.088 -2.844 -3.476  -0.146
39 H 0.064 3.157 -0.071  0.146
40 H -0.390 2.001 1.390  0.221
41 H -0.987 3.826 1.286  0.364
42 H -2.235 3.116 -0.963  0.123
43 H -2.941 2.495 0.616  0.205
44 H -0.835 1.688 -3.142  0.220
45 H -1.529 -1.737 0.384  0.347
46 H 1.115 -3.820 2.367  0.354
47 H 0.417 -5.557 4.299  0.304
48 H -1.660 -7.262 3.931  0.346
49 H -2.949 -7.257 1.554  0.298
50 H -2.244 -5.519 -0.444  0.378
51 H 1.387 -5.843 -0.698  0.324
52 H 1.904 -5.474 -2.495  0.461
53 H 3.861 -3.957 -0.857  0.319
54 H 3.487 -5.463 0.144  0.340
55 H 1.411 -0.504 -4.298  0.439
56 H 3.187 2.441 -3.119  0.310
57 H 5.790 2.581 -2.951  0.266
58 H 6.221 -2.083 -3.287  0.283
59 C 4.560 2.367 4.592  -0.777
60 O 3.453 2.616 5.440  -0.287
61 C 2.520 3.529 4.868  -0.596
62 C 1.097 3.182 5.298  -0.342
63 O 0.560 2.035 4.634  -0.355
64 C 1.097 0.768 5.025  -0.357
65 C 0.701 0.336 6.434  -0.625
66 O 1.460 1.043 7.411  -0.268
67 C 0.746 1.255 8.610  -0.794
68 H 5.185 3.261 4.510  0.330
69 H 5.148 1.559 5.031  0.236
70 H 4.226 2.044 3.600  0.342
71 H 2.580 3.526 3.776  0.349
72 H 2.777 4.530 5.236  0.407
73 H 0.448 4.015 5.004  0.399
74 H 1.007 3.090 6.380  0.105
75 H 2.178 0.740 4.878  0.125
76 H 0.671 0.046 4.322  0.419
77 H 0.914 -0.732 6.563  0.405
78 H -0.372 0.506 6.575  0.368
79 H -0.209 1.755 8.414  0.351
80 H 1.342 1.904 9.255  0.231
81 H 0.572 0.304 9.125  0.327
82 C -7.360 -3.681 4.317  -0.784
83 O -6.259 -2.797 4.413  -0.281
84 C -5.029 -3.478 4.647  -0.640
85 C -3.873 -2.749 3.967  -0.379
86 O -3.836 -2.926 2.549  -0.112
87 C -4.838 -2.247 1.795  -0.650
88 C -4.644 -0.743 1.769  -0.026
89 O -5.058 -0.146 2.994  -0.343
90 C -4.302 0.999 3.319  -0.674
91 H -7.569 -4.136 5.290  0.330
92 H -8.231 -3.106 3.997  0.231
93 H -7.172 -4.457 3.567  0.344
94 H -5.071 -4.509 4.284  0.352
95 H -4.864 -3.488 5.732  0.417
96 H -2.940 -3.187 4.336  0.406
97 H -3.843 -1.693 4.233  0.093
98 H -5.840 -2.533 2.118  0.161
99 H -4.729 -2.614 0.770  0.458
100 H -5.258 -0.308 0.971  0.448
101 H -3.588 -0.532 1.564  -0.046
102 H -3.231 0.770 3.330  0.267
103 H -4.589 1.330 4.319  0.268
104 H -4.507 1.805 2.605  0.304
105 C -3.082 2.576 -8.602  -0.823
106 O -2.085 3.327 -7.933  -0.221
107 C -1.625 4.434 -8.703  -0.582
108 C -1.257 5.604 -7.795  -0.251
109 O -2.389 6.296 -7.262  -0.478
110 C -3.132 5.612 -6.250  -0.335
111 C -2.391 5.478 -4.922  -0.603
112 O -1.405 4.452 -4.996  -0.235
113 C -0.282 4.712 -4.180  -0.835
114 H -2.652 2.052 -9.461  0.332
115 H -3.482 1.841 -7.900  0.229
116 H -3.906 3.221 -8.924  0.357
117 H -2.381 4.757 -9.424  0.364
118 H -0.732 4.102 -9.248  0.378
119 H -0.728 6.345 -8.405  0.407
120 H -0.568 5.308 -7.005  0.056
121 H -3.495 4.649 -6.613  0.112
122 H -4.018 6.230 -6.076  0.416
123 H -3.099 5.196 -4.134  0.378
124 H -1.936 6.440 -4.665  0.380
125 H 0.150 5.692 -4.408  0.434
126 H 0.475 3.952 -4.383  0.195
127 H -0.561 4.662 -3.121  0.299



No. 2
The following is a DFT calculation (the ωB97M-V functional and the def2-TZVPD basis) of a 2-piece molecular cluster, C3H3NO overall.

The total energy comes out at -6692.1177 eV. As for the spin multiplicity: 1. As for the energy above the lowest of the compared OMol25 structures with the same formula, charge and spin: 100.9 kcal per mole. As for the gap between HOMO and LUMO: 0.328 Ha. As for the LUMO energy: -0.26 eV. Its HOMO energy is -0.3372 hartree.

Last column: natural (NBO) charge in e.
Positions of all 8 atoms, in Å:
1 C 1.900 1.435 -0.686  -0.463
2 C 0.978 0.644 -0.635  -0.327
3 C -0.821 -0.900 -0.209  0.931
4 N -1.301 -0.527 0.930  -0.844
5 O -0.782 -1.710 -1.053  -0.435
6 H 2.674 1.988 -1.257  0.233
7 H -0.629 0.093 1.459  0.470
8 H -2.018 -1.023 1.451  0.434



No. 3
The following is a DFT calculation (the ωB97M-V functional and the def2-TZVPD basis) of one molecule with the formula C3H5IN2O.

The total energy comes out at -16318.3189 eV. As for the spin multiplicity: 1. As for the energy above the lowest of the compared OMol25 structures with the same formula, charge and spin: 21.0 kcal per mole. As for the gap between HOMO and LUMO: 0.320 Ha. As for the LUMO energy: -0.19 eV. Its HOMO energy is -0.3268 hartree. The SMILES is O=C1CCNN1I.

Last column: natural (NBO) charge in e.
Positions of all 12 atoms, in Å:
1 O -2.320 1.540 -1.497  -0.580
2 C -1.626 0.898 -0.735  0.638
3 C -0.163 0.510 -0.851  -0.520
4 C 0.177 0.098 0.608  -0.224
5 N -1.098 -0.500 1.110  -0.440
6 N -2.086 0.287 0.407  -0.478
7 I -3.840 0.869 1.208  0.384
8 H 0.039 -0.386 -1.532  0.237
9 H 0.477 1.380 -1.208  0.248
10 H 0.823 -0.652 0.590  0.186
11 H 0.513 0.811 1.344  0.202
12 H -0.917 -1.493 0.818  0.347



No. 4
The following is a DFT calculation (the ωB97M-V functional and the def2-TZVPD basis) of a 2-piece molecular cluster, C5H9N2S overall.

The total energy comes out at -19137.2311 eV. As for the spin multiplicity: 1. As for the energy above the lowest of the compared OMol25 structures with the same formula, charge and spin: 57.6 kcal per mole. As for the gap between HOMO and LUMO: 0.378 Ha. As for the total charge: +1. As for the LUMO energy: -3.47 eV. Its HOMO energy is -0.5051 hartree.

Last column: natural (NBO) charge in e.
Positions of all 17 atoms, in Å:
1 C 0.760 0.145 -0.758  0.396
2 C -1.245 2.701 -0.826  -0.301
3 C 0.188 -0.975 1.046  -0.235
4 C 1.512 -0.360 1.348  -0.226
5 C -1.643 -0.596 -0.680  -0.426
6 N -0.304 -0.377 -0.160  -0.324
7 N 1.849 0.236 0.039  -0.547
8 S -1.932 3.850 -1.514  0.308
9 H 0.670 0.443 -1.798  0.246
10 H 0.379 -1.977 0.745  0.206
11 H -0.567 -0.933 1.857  0.245
12 H 1.297 0.478 1.997  0.224
13 H 2.318 -1.110 1.734  0.259
14 H -2.135 0.381 -0.967  0.251
15 H -1.651 -1.296 -1.585  0.230
16 H -2.209 -1.098 0.054  0.234
17 H 2.711 0.488 -0.531  0.460